Entry 1:
# H20O10

A cluster of 10 separate species, H20O10 in total in a non-equilibrium geometry (wB97M-V/def2-TZVPD, the Open Molecules 2025 dataset).

Last column: natural (NBO) charge in e.
CARTESIAN COORDINATES (ANGSTROEM)
O -2.90990 0.83417 0.56717  -0.955
H -2.62890 0.08717 1.09417  0.481
H -3.28690 0.34417 -0.18083  0.455
O 0.59410 0.18317 0.60717  -0.991
H -0.24390 -0.30283 0.53117  0.508
H 0.44910 0.91617 -0.05083  0.506
O -1.72890 -1.26883 1.61017  -0.966
H -1.39290 -1.79283 2.31017  0.502
H -1.84590 -1.82083 0.80017  0.493
O 2.20310 -0.63683 -1.61083  -0.941
H 2.18310 -0.19583 -0.78083  0.490
H 2.77310 -0.10183 -2.19383  0.476
O 3.01510 -1.42483 1.07717  -0.932
H 3.07510 -0.57383 1.51117  0.473
H 3.02710 -1.94183 1.86317  0.467
O -0.22090 1.66317 2.65017  -0.957
H -0.01090 1.09617 1.88117  0.476
H 0.66510 2.00817 2.68217  0.443
O -0.41790 2.67517 -0.74083  -0.964
H 0.24210 2.85117 -1.42483  0.484
H -1.14290 3.23217 -0.70883  0.498
O -2.19590 1.92517 -2.59483  -0.964
H -1.65690 2.44917 -3.16883  0.461
H -1.85490 1.85717 -1.70883  0.492
O 0.94310 -3.37083 0.83217  -0.968
H 1.24410 -2.46383 0.88417  0.490
H 1.72110 -3.91683 0.74117  0.471
O -0.39890 -0.46083 -2.25183  -0.972
H 0.49610 -0.49983 -1.94083  0.483
H -0.69490 -1.34983 -2.28583  0.461

Summary:
* ΔE to the lowest compared entry with this formula, charge and spin: 3.503 eV
* structure (SMILES): O.O.O.O.O.O.O.O.O.O
* multiplicity: 1
* highest occupied orbital energy: -0.384 hartree
* E: -764.353181 hartree
* gap between HOMO and LUMO: 10.45 eV

---

Entry 2:
# C29H37BrN4O8PPtS2Te

A structure of composition C29H37BrN4O8PPtS2Te (wB97M-V/def2-TZVPD, the Open Molecules 2025 dataset).

Last column: Löwdin charge in e.
CARTESIAN COORDINATES (ANGSTROEM)
Pt -1.22738 0.16189 0.60763  0.941
C 1.93263 -5.63909 0.07539  -0.057
C 0.86633 -4.75527 0.66400  -0.281
C 1.20904 -3.65405 1.44405  -0.033
C 0.23996 -2.84837 2.02084  -0.061
C -1.09575 -3.13977 1.79004  -0.344
C -1.46048 -4.24271 1.03165  -0.089
C -0.47920 -5.04464 0.47201  -0.055
S -2.37002 -2.21762 2.61046  0.573
O -3.57028 -3.01246 2.46172  -0.330
O -1.92500 -2.00149 3.97183  -0.317
N -2.53824 -0.80429 1.84087  -0.387
C -3.19653 0.18880 2.70677  -0.200
C -2.42441 1.49704 2.80818  -0.623
O -2.63162 2.29273 3.69850  0.057
O -1.61168 1.72789 1.80772  -0.241
H 2.90294 -5.14351 0.08613  0.071
H 1.69819 -5.91191 -0.95450  0.073
H 2.02621 -6.56667 0.64393  0.080
H 2.25289 -3.42449 1.60842  0.106
H 0.51282 -1.98645 2.61492  0.099
H -2.51021 -4.45993 0.89756  0.110
H -0.76289 -5.90518 -0.12329  0.110
H -3.34814 -0.18809 3.71800  0.110
H -4.17982 0.43534 2.29034  0.120
C 2.42081 -1.61895 -3.46119  -0.091
C 1.52481 -1.77488 -4.68400  -0.235
C 0.25063 -0.94155 -4.61424  -0.189
N -0.59369 -1.47365 -3.53636  0.030
C -1.07306 -0.80821 -2.47652  -0.687
S -1.08007 -1.56710 -0.95354  0.762
N -1.62896 0.43217 -2.56889  0.108
C -1.99663 1.20988 -3.65947  -0.365
O -1.84120 0.85963 -4.81012  0.088
C -2.64409 2.50918 -3.28984  -0.123
C -2.89176 3.39465 -4.33626  -0.018
C -3.48210 4.62069 -4.08512  -0.072
C -3.83768 4.96572 -2.78837  -0.073
C -3.60488 4.08420 -1.74337  -0.057
C -3.00996 2.85689 -1.98968  -0.022
H 3.31166 -2.24132 -3.54477  0.075
H 1.90655 -1.91048 -2.54249  0.063
H 2.74665 -0.58416 -3.34848  0.060
H 1.24979 -2.82823 -4.80780  0.109
H 2.06154 -1.49016 -5.59187  0.110
H -0.28719 -0.95704 -5.56054  0.111
H 0.48349 0.09826 -4.38608  0.120
H -0.33720 -2.41501 -3.26873  0.112
H -1.86500 0.77378 -1.63893  0.041
H -2.60946 3.10348 -5.33825  0.115
H -3.66118 5.30932 -4.90002  0.103
H -4.29573 5.92551 -2.58961  0.105
H -3.87713 4.34836 -0.73063  0.116
H -2.85798 2.19714 -1.14368  0.095
Br 0.50437 5.43372 -0.91247  0.743
C 0.83851 3.58590 -0.93849  -0.714
C 1.95521 3.08232 -1.56501  -0.098
C 2.16637 1.70893 -1.51203  -0.042
C 1.23067 0.90912 -0.89823  -0.146
N 0.11306 1.40922 -0.34346  -0.117
C -0.05419 2.73483 -0.30104  -0.235
H 2.65467 3.74204 -2.05758  0.107
H 3.04962 1.26392 -1.94586  0.100
H 1.34901 -0.16285 -0.82986  0.081
H -0.91626 3.10234 0.23374  0.087
C 4.19100 -0.66570 1.38771  -0.089
C 4.10494 -0.10529 2.79294  -0.307
O 3.55148 1.20337 2.79376  -0.328
P 1.94538 1.37870 3.02080  0.061
O 1.15563 0.36423 2.25565  -0.408
Te 1.52179 3.68307 2.72568  0.372
O 1.87486 0.96681 4.58279  -0.304
C 0.60553 0.56036 5.12415  -0.286
C -0.04692 1.69696 5.88139  -0.090
H 4.74537 -1.60725 1.38691  0.068
H 4.70903 0.04249 0.73945  0.073
H 3.19089 -0.83283 0.99741  0.046
H 5.10753 -0.00704 3.21839  0.112
H 3.52516 -0.76266 3.44768  0.108
H 0.81865 -0.28651 5.78163  0.114
H -0.03939 0.19780 4.31993  0.087
H 0.62898 2.08115 6.64609  0.071
H -0.96011 1.33980 6.36061  0.076
H -0.31114 2.50724 5.20299  0.034

Summary:
* ΔE to the lowest compared entry with this formula, charge and spin: 1.763 eV
* charge: -1
* multiplicity: 1
* highest occupied orbital energy: -0.137 hartree
* E: -6047.538529 hartree
* gap between HOMO and LUMO: 4.98 eV

---

Entry 3:
# C4H10Cl2F2N2P2

A structure of composition C4H10Cl2F2N2P2 in a non-equilibrium geometry (wB97M-V/def2-TZVPD, the Open Molecules 2025 dataset).

Last column: natural (NBO) charge in e.
CARTESIAN COORDINATES (ANGSTROEM)
C 0.94464 -2.03388 -0.17636  -0.641
C 1.03453 1.97135 1.24490  -0.625
C 1.13665 -0.89551 -1.13008  -0.297
C 1.11678 0.50868 0.84504  -0.317
N -2.93870 0.81573 -0.18060  -1.433
N 0.97514 0.38481 -0.61444  -0.205
F -1.46509 2.56074 -1.39391  -0.568
F -1.85960 0.57130 -2.51336  -0.575
P -3.47824 -0.48477 0.67866  1.087
P -1.59370 0.97208 -0.94367  1.956
Cl -2.95808 -1.93723 -0.68573  -0.350
Cl -1.93733 -0.71578 1.97614  -0.340
H 0.10342 -1.73816 0.44557  0.228
H 0.77555 -2.86868 -0.77006  0.225
H 1.87644 -2.23228 0.29272  0.212
H 1.94345 2.19589 1.99258  0.217
H 1.21438 2.56707 0.44268  0.227
H 0.07880 2.29830 1.65307  0.230
H 2.07708 -0.72636 -1.54641  0.247
H 0.52190 -1.05837 -1.93747  0.242
H 2.10714 0.00645 1.01111  0.230
H 0.32485 -0.16139 1.30961  0.248

Summary:
* ΔE to the lowest compared entry with this formula, charge and spin: 0.000 eV
* multiplicity: 1
* highest occupied orbital energy (alpha / beta): -0.336 / -0.336 hartree
* E: -2070.739211 hartree
* gap between HOMO and LUMO (alpha / beta): 6.84 / 6.83 eV